# 1
5
Properties=species:S:1:pos:R:3:forces:R:3 method="wB97M-V/def2-TZVPD" mol_weight_g_mol=75.1 homo_lumo_gap_ev="6.95 / 7.57"
C 1.5592 0.3246 -0.0797 -0.6468 -0.8306 -0.1377
N 2.5934 0.8507 -0.1048 -0.3722 -0.0907 0.0284
O -1.7125 -0.3647 0.4363 -0.0449 2.3503 -0.7246
S -0.7602 -1.4144 -0.2953 1.0216 1.3313 0.0789
H -1.6799 0.6039 0.0435 0.0423 -2.7603 0.7550

# 2
10
Properties=species:S:1:pos:R:3:forces:R:3 method="wB97M-V/def2-TZVPD" mol_weight_g_mol=294.8 homo_lumo_gap_ev=9.50
C -0.3792 0.5765 -0.3785 -0.6272 -0.4461 4.7683
C 0.3581 -0.1757 -1.2990 0.1294 -3.5645 -1.6294
C -0.1292 -0.0402 1.3350 -0.5162 1.4302 -2.1070
O -1.1681 1.4295 -0.4623 -0.7651 1.2541 -0.5991
Br -1.9258 -0.0610 2.0826 0.6950 -0.0432 0.0894
Br 0.6356 -1.7710 1.1872 0.0248 -0.7330 1.2029
Br 1.0730 1.2398 2.2453 -0.6080 -0.6503 -0.3577
H -0.3752 -0.8514 -1.8988 1.2154 0.7802 1.2712
H 1.1395 -0.7636 -0.7804 -0.5637 0.3531 -0.9822
H 0.7712 0.4170 -2.0312 1.0157 1.6194 -1.6564

# 3
12
Properties=species:S:1:pos:R:3:forces:R:3 method="wB97M-V/def2-TZVPD" mol_weight_g_mol=91.2 total_charge=-1 homo_lumo_gap_ev=6.92
O 3.4619 0.0459 0.3880 0.1254 0.3837 0.0082
C 2.7537 -0.8429 0.8177 0.3981 -0.6465 0.0038
H 2.3055 -0.8339 1.8179 -0.1090 0.2589 0.0524
H 2.7702 -1.8472 0.3504 -0.2566 0.1752 -0.0674
C -2.2026 0.4952 -0.3289 -0.4360 0.2307 0.5185
C -0.6994 0.4770 -0.6454 0.4102 -0.3659 0.2944
S 0.1817 -0.8870 0.1795 -0.1859 -0.5145 -0.1427
H -2.5659 -0.1879 0.4472 0.8817 -0.1772 0.1454
H -2.8877 0.2199 -1.1390 0.3073 0.5866 -0.3863
H -2.4061 1.4817 0.1036 -0.5707 0.0882 -0.4777
H -0.2195 1.3821 -0.2702 -0.2845 0.2232 0.0361
H -0.4918 0.4972 -1.7209 -0.2800 -0.2425 0.0154

# 4
52
Properties=species:S:1:pos:R:3:forces:R:3 method="wB97M-V/def2-TZVPD" mol_weight_g_mol=845.3 s2=2.01 total_charge=-2 homo_lumo_gap_ev="5.19 / 5.37" multiplicity=3
Ti -0.0163 -0.3825 0.5611 2.2316 -1.6942 2.2288
Se 2.2410 0.1957 -0.2913 0.4924 0.3045 -0.2433
P 1.4380 -0.6528 2.8606 0.4234 0.0921 0.3812
Se 0.1754 -0.8346 4.5927 -0.4862 -0.1044 0.3479
C 2.3404 0.9314 3.1130 0.0671 -0.1334 -0.1141
C 3.6985 1.0546 2.8417 -0.1151 0.0905 0.0258
C 4.3341 2.2710 3.0061 0.2088 0.1161 -0.0282
C 3.6261 3.3822 3.4297 0.0990 0.1473 -0.0495
C 2.2675 3.2729 3.6723 -0.0454 0.0315 -0.0253
C 1.6288 2.0554 3.5167 -0.1718 0.0187 0.0931
C 2.8409 -1.8237 3.1445 -0.0932 0.1183 -0.2816
C 3.6879 -2.1354 2.0843 -0.1191 -0.0113 0.0900
C 4.7931 -2.9420 2.2892 0.1958 -0.1086 -0.1206
C 5.0491 -3.4776 3.5412 0.1268 -0.0820 0.0291
C 4.1967 -3.1854 4.5933 0.1165 -0.0768 0.0169
C 3.1043 -2.3611 4.3971 -0.0124 -0.0063 0.0736
H 4.2627 0.2064 2.4872 0.0740 -0.0344 0.0101
H 5.3883 2.3552 2.7789 0.1160 0.0098 0.0207
H 4.1276 4.3344 3.5496 0.0324 0.0522 0.0058
H 1.6987 4.1441 3.9683 -0.0548 0.0493 0.0590
H 0.5686 1.9646 3.7139 0.0287 -0.0441 -0.0174
H 3.4849 -1.7214 1.1024 -0.0027 -0.0426 -0.0381
H 5.4627 -3.1394 1.4640 0.0619 -0.1065 -0.0965
H 5.9056 -4.1223 3.7052 0.0289 0.0176 -0.0600
H 4.3928 -3.5954 5.5751 -0.0023 -0.0411 0.0917
H 2.4443 -2.1249 5.2197 -0.1380 0.0657 0.0004
C -0.0989 5.1561 -0.4119 -0.0142 -0.6370 0.0376
Te -0.6295 3.0006 -0.5946 0.5385 3.1025 -0.4582
C -2.7055 3.6252 -0.3887 -0.0252 -0.0512 -0.0323
H -0.5171 5.5748 0.4960 -0.1149 -0.0882 0.2142
H -0.4342 5.7476 -1.2557 -0.1858 -0.1132 -0.2683
H 0.9777 5.2318 -0.3558 0.3333 -0.0716 0.0452
H -2.8037 4.6724 -0.6676 0.1487 0.0198 -0.0587
H -3.0247 3.4852 0.6424 0.0619 0.0719 0.0457
H -3.3268 3.0162 -1.0388 -0.0428 0.1388 -0.1105
F -3.0954 1.0490 -2.0210 0.4967 0.2978 1.2190
Te -2.5260 0.5747 -0.1347 -6.4860 -3.5069 -1.7005
F -0.4905 0.9871 1.6803 -0.1649 0.5951 0.6815
F -4.6424 0.2762 0.1062 1.2945 0.6300 0.2560
F -2.0679 -0.8930 1.3821 0.4006 0.9755 -0.9041
F -2.9203 -1.1913 -0.9249 0.4376 1.0121 0.4968
O -0.8416 0.2221 -0.8879 0.4842 -0.0354 -1.5759
C 0.3823 -2.5010 -1.8721 0.0388 0.4816 -0.6883
O 0.1483 -3.1638 -0.6471 0.1319 0.2849 1.3246
C 0.1159 -2.4034 0.4914 -0.4933 -1.5756 -0.8427
C -0.1720 -3.3254 1.6519 0.1049 0.0396 -0.2005
H 1.3923 -2.0686 -1.9074 -0.2415 -0.1431 0.1098
H -0.3502 -1.6987 -2.0342 0.1431 -0.2800 0.0451
H 0.2766 -3.2546 -2.6561 -0.0089 0.0265 0.0886
H -0.4921 -4.3076 1.2881 0.0570 0.0623 -0.0246
H -0.9603 -2.9053 2.2841 0.2022 0.0739 -0.0323
H 0.7245 -3.4551 2.2751 -0.1587 0.0620 -0.0665

Energy, record by record: -566.7023 -7913.3367 -591.9196 -7840.6195 hartree